No. 1
{
  "formula": "CH3ClFN",
  "method": "ωB97M-V/def2-TZVPD",
  "symbols": ["C", "N", "F", "Cl", "H", "H", "H"],
  "positions_angstrom": [[-1.3281, 0.1745, 0.0531], [1.3634, -0.1936, -0.6390], [1.4096, -1.3209, 0.3017], [2.1216, 0.9683, 0.1063], [-0.9277, 0.4351, 1.0556], [-1.3489, 0.8475, -0.6675], [-1.2898, -0.9109, -0.2102]],
  "atomic_forces_ev_per_a": [[1.20, -4.13, 3.68], [-1.25, -3.09, 0.09], [-0.06, 1.07, -1.12], [1.27, 2.02, 1.09], [-0.55, -0.12, -0.88], [-0.31, 3.04, -3.13], [-0.29, 1.21, 0.27]],
  "gap_ev": [7.653, 10.496],
  "e_above_lowest_kj_mol": 471.5
}

No. 2
{
  "formula": "C3H6ClNS",
  "method": "ωB97M-V/def2-TZVPD",
  "symbols": ["C", "C", "C", "N", "S", "Cl", "H", "H", "H", "H", "H", "H"],
  "positions_angstrom": [[-3.3418, -0.5603, 0.1546], [1.2722, 0.9407, 0.2445], [0.6772, -0.1983, -0.5476], [0.1041, -1.4322, -0.0269], [-2.0172, -1.4797, 0.1566], [-3.5758, 1.0452, 0.0543], [0.6683, 1.6873, 0.7644], [1.9854, 0.5817, 0.9667], [1.9521, 1.5959, -0.3816], [0.0408, 0.0270, -1.3686], [1.6993, -0.6161, -0.8624], [0.5353, -1.5911, 0.8459]],
  "atomic_forces_ev_per_a": [[1.81, -1.39, -0.12], [0.45, 1.99, 0.24], [2.58, -1.76, -0.46], [-2.61, 1.56, -0.60], [0.69, -0.88, 0.32], [-0.29, 1.60, 0.00], [-0.64, -0.35, 0.00], [0.12, -0.52, 0.56], [-0.91, -0.90, 0.05], [0.01, 0.85, -0.93], [-1.32, 0.32, -0.86], [0.12, -0.52, 1.79]],
  "gap_ev": [7.762, 7.766],
  "e_above_lowest_kj_mol": 481.3
}

No. 3
{
  "formula": "ClFH2",
  "method": "ωB97M-V/def2-TZVPD",
  "symbols": ["H", "H", "F", "Cl"],
  "positions_angstrom": [[-0.3354, -0.1663, -1.2044], [-0.2025, 0.0529, 1.2765], [-0.0813, 0.8109, 1.8044], [0.6192, -0.6975, -1.8766]],
  "atomic_forces_ev_per_a": [[0.06, 0.01, -0.18], [0.14, 0.32, 0.36], [-0.10, -0.36, -0.32], [-0.10, 0.03, 0.14]],
  "gap_ev": 12.666,
  "smiles": "Cl.F",
  "e_above_lowest_kj_mol": 14.7
}

No. 4
{
  "formula": "C3H13NO4",
  "method": "ωB97M-V/def2-TZVPD",
  "symbols": ["C", "N", "C", "C", "O", "H", "H", "H", "H", "H", "H", "H", "H", "H", "O", "H", "H", "O", "H", "H", "O"],
  "positions_angstrom": [[-0.5719, 0.8819, 1.6211], [0.7864, 0.2722, 1.8379], [1.3480, -0.7232, 0.9997], [0.7421, -2.0879, 1.3491], [-0.0726, -2.5128, 0.5269], [-0.6158, 1.9205, 1.9193], [-1.0129, 0.9313, 0.6208], [-1.2784, 0.2443, 2.1912], [1.3689, 0.9168, 2.3722], [2.4355, -0.7693, 1.2809], [1.1602, -0.6759, -0.0672], [0.9552, -2.4246, 2.3362], [-0.2353, -1.4873, -1.3734], [1.1080, -2.2822, -1.6599], [0.5120, -1.5108, -2.0121], [-2.2629, 2.3606, -1.3229], [-2.4267, 0.9321, -1.6906], [-2.8908, 1.6504, -1.2457], [0.4143, 0.7364, -2.2971], [0.4793, 2.1909, -2.4927], [0.0575, 1.4367, -2.8936]],
  "atomic_forces_ev_per_a": [[-0.01, -1.69, 0.37], [-1.51, 2.15, 0.45], [1.54, -0.99, 1.03], [-1.69, 1.99, -2.91], [1.06, -0.68, 2.07], [0.26, 0.06, 0.64], [0.76, -0.48, -0.42], [0.01, 0.81, -0.13], [0.06, -0.77, -0.74], [-0.71, 0.07, -0.73], [0.37, 0.81, -0.20], [-0.10, -1.17, 1.03], [0.77, -0.47, -0.46], [-1.93, 2.22, -0.96], [1.07, -1.74, 1.03], [0.30, 0.59, -0.09], [-0.14, -0.04, -0.12], [-0.12, -0.54, 0.11], [-0.43, 0.02, -0.96], [0.13, 0.85, -0.10], [0.32, -1.00, 1.07]],
  "gap_ev": 9.384,
  "smiles": "CNCC=O.O.O.O",
  "e_above_lowest_kj_mol": 277.4
}